(1)
Density functional theory data (ωB97M-V with the def2-TZVPD basis set) for the molecule C5H12N2O at a distorted geometry.

Structure (XYZ):
```
20
Properties=species:S:1:pos:R:3
C 0.47 -1.03 -0.01
C 1.32 -0.41 -1.09
C 0.49 -0.09 -2.38
N 0.14 1.33 -2.42
C 0.05 -0.04 1.05
N -1.03 -0.55 1.76
C -1.57 0.38 2.84
O 0.66 0.97 1.24
H 1.38 -1.48 0.66
H -0.25 -1.72 -0.42
H 1.87 0.45 -0.69
H 2.24 -0.92 -1.48
H -0.62 -0.50 -2.33
H 0.89 -0.34 -3.34
H 0.81 2.01 -2.62
H -0.30 1.57 -1.55
H -1.56 -1.28 1.34
H -0.83 1.12 3.08
H -1.59 -0.15 3.84
H -2.55 0.70 2.52
```

Summary:
SMILES = CNC(=O)CCCN
highest occupied orbital energy = -8.53 eV
E = -10406.11891 eV
Kohn-Sham gap = 9.34 eV
ΔE to the lowest compared entry with this formula, charge and spin = 222.4 kJ/mol


(2)
Density functional theory data (ωB97M-V with the def2-TZVPD basis set) for a structure of composition C28H38BN5P2V at a distorted geometry.

Structure (XYZ):
```
75
Properties=species:S:1:pos:R:3
V -1.03 1.45 -1.20
C -1.75 1.72 -3.27
C -1.84 0.33 -3.04
C -1.10 -0.66 -3.91
C 0.43 -0.31 -3.99
C 0.77 0.35 -2.69
C 0.74 1.73 -2.40
C 0.45 2.70 -3.57
C -0.83 2.30 -4.31
C 2.21 1.09 2.54
H -2.49 2.46 -3.01
H -2.73 -0.13 -2.67
H -1.56 -0.75 -4.93
H -1.14 -1.69 -3.51
H 0.97 -1.26 -4.12
H 0.64 0.29 -4.87
H 1.50 -0.31 -2.13
H 1.23 2.22 -1.60
H 1.34 2.80 -4.19
H 0.20 3.62 -3.08
H -1.33 3.22 -4.65
H -0.61 1.73 -5.22
H 1.26 1.65 2.33
H 3.08 1.82 2.77
H 1.90 0.32 3.26
P 2.22 -0.05 1.16
P -1.48 -1.25 1.66
N 3.27 0.96 0.30
N 3.02 -1.37 1.62
N -2.40 0.43 0.53
N -2.91 -2.23 1.55
C 0.87 -0.60 0.04
C -0.31 -1.58 0.17
C 3.28 2.38 0.27
C 4.16 2.74 -0.74
C 4.60 1.55 -1.40
C 4.05 0.45 -0.73
C 4.12 -1.28 2.49
C 4.56 -2.57 2.69
C 3.64 -3.46 2.05
C 2.66 -2.72 1.42
C -2.74 1.90 1.03
C -3.00 2.60 -0.14
C -3.49 1.58 -1.07
C -3.15 0.28 -0.58
C -4.07 -2.50 0.83
C -5.00 -3.12 1.64
C -4.43 -3.20 2.95
C -3.17 -2.67 2.88
H 1.47 -0.92 -0.83
H 0.46 0.39 -0.33
H -0.92 -1.46 -0.76
H -0.05 -2.64 0.28
H 2.77 2.95 1.02
H 4.39 3.80 -0.87
H 5.23 1.50 -2.27
H 4.20 -0.61 -0.86
H 4.33 -0.34 2.96
H 5.44 -2.78 3.28
H 3.70 -4.56 2.12
H 1.73 -3.03 1.05
H -2.40 2.18 2.07
H -3.16 3.64 -0.38
H -4.15 1.81 -1.90
H -3.51 -0.68 -0.90
H -4.16 -2.27 -0.23
H -5.97 -3.49 1.33
H -4.87 -3.59 3.86
H -2.40 -2.51 3.63
B -1.22 -0.21 5.18
C -0.94 0.35 3.71
N -0.68 0.84 2.62
H -0.44 -1.10 5.50
H -2.25 -0.83 5.47
H -1.20 0.60 6.09
```

Summary:
highest occupied orbital energy (alpha / beta) = -5.72 / -5.06 eV
E = -82031.01330 eV
Kohn-Sham gap (alpha / beta) = 5.51 / 4.85 eV
ΔE to the lowest compared entry with this formula, charge and spin = 591.1 kJ/mol
2S+1 = 4


(3)
Density functional theory data (ωB97M-V with the def2-TZVPD basis set) for a structure of composition C12H17N7OSW.

Structure (XYZ):
```
39
Properties=species:S:1:pos:R:3
W -1.79 0.58 -0.25
C 0.04 4.39 0.93
C -0.44 2.99 0.87
N -0.30 2.14 -0.11
N 0.46 2.42 -1.23
C 0.64 1.42 -2.10
N 1.44 1.52 -3.12
S -0.24 -0.10 -1.84
C -1.16 2.37 2.01
C -1.27 2.95 3.25
C -1.84 2.20 4.30
C -2.28 0.91 4.06
C -2.17 0.39 2.78
N -1.63 1.10 1.77
H 0.25 4.81 -0.05
H 0.94 4.45 1.55
H -0.73 5.01 1.40
H 1.07 3.24 -1.21
H 1.99 2.35 -3.32
H 1.55 0.75 -3.77
H -0.91 3.95 3.44
H -1.92 2.63 5.29
H -2.71 0.30 4.84
H -2.52 -0.61 2.55
C -6.48 -2.72 -1.66
N -5.39 -1.76 -1.33
C -5.46 -0.33 -1.59
C -4.14 0.06 -1.06
O -3.51 1.22 -1.01
N -3.45 -0.94 -0.57
C -4.25 -2.09 -0.77
N -3.86 -3.29 -0.43
H -7.33 -2.15 -2.03
H -6.78 -3.26 -0.77
H -6.14 -3.39 -2.45
H -6.28 0.17 -1.06
H -5.55 -0.10 -2.66
H -2.96 -3.47 -0.01
H -4.45 -4.10 -0.59
```

Summary:
charge = +4
highest occupied orbital energy (alpha / beta) = -22.56 / -22.58 eV
E = -37817.35963 eV
Kohn-Sham gap (alpha / beta) = 7.51 / 7.69 eV
ΔE to the lowest compared entry with this formula, charge and spin = 0.0 kJ/mol
2S+1 = 3


(4)
Density functional theory data (ωB97M-V with the def2-TZVPD basis set) for a cluster of 2 separate species, C4H13NOS in total at a distorted geometry.

Structure (XYZ):
```
20
Properties=species:S:1:pos:R:3
C 1.94 -0.49 -0.07
C 0.55 0.16 -0.06
C 0.69 1.62 0.47
C -0.25 1.88 1.65
S -2.02 1.72 1.19
N 0.00 0.11 -1.42
H 2.69 0.08 -0.57
H 2.31 -0.54 0.96
H 1.93 -1.45 -0.59
H -0.04 -0.43 0.63
H 0.42 2.31 -0.31
H 1.71 1.69 0.85
H -0.11 2.80 2.20
H -0.11 1.11 2.37
H -1.89 2.23 -0.03
H -0.23 1.04 -1.76
H -0.85 -0.40 -1.51
H -1.86 -5.07 -0.95
H -2.61 -4.13 -1.98
O -2.29 -4.23 -1.09
```

Summary:
SMILES = C[C@H](N)CCS.O
highest occupied orbital energy = -8.87 eV
E = -18731.23036 eV
Kohn-Sham gap = 9.72 eV
ΔE to the lowest compared entry with this formula, charge and spin = 75.3 kJ/mol


(5)
Density functional theory data (ωB97M-V with the def2-TZVPD basis set) for the molecule C13H26O3S2 at a distorted geometry.

Structure (XYZ):
```
44
Properties=species:S:1:pos:R:3
C 2.34 3.72 -3.88
C 0.96 3.38 -3.51
C 1.13 2.06 -2.82
C 1.85 2.01 -1.42
C 1.98 0.66 -0.76
C 0.50 0.18 -0.43
C -0.24 1.04 0.48
C -1.11 0.22 1.36
C -2.27 -0.27 0.64
C -3.34 -0.87 1.55
C -3.65 -3.00 2.63
C -0.14 -3.78 2.31
C 1.15 -2.88 2.44
H 2.89 2.84 -4.40
H 2.92 3.97 -2.98
H 2.46 4.62 -4.58
H 0.27 3.04 -4.37
H 0.54 4.17 -2.87
H 0.12 1.59 -2.68
H 1.78 1.39 -3.54
H 2.81 2.50 -1.60
H 1.35 2.73 -0.73
H 2.37 0.73 0.31
H 2.58 0.00 -1.42
H 0.58 -0.89 0.03
H 0.07 0.00 -1.41
H -0.92 1.76 -0.11
H 0.41 1.64 1.01
H -1.56 0.84 2.12
H -0.52 -0.52 2.04
H -2.81 0.63 0.07
H -1.96 -0.93 -0.17
H -3.74 -0.04 2.16
H -4.25 -1.16 0.92
H -0.64 -3.44 1.44
H 0.29 -4.77 2.03
H 0.91 -1.92 2.94
H 2.14 -3.35 3.04
H 2.55 -2.19 1.20
O -2.87 -1.89 2.41
O -4.75 -3.29 2.18
O 1.65 -2.63 1.04
S -2.80 -4.34 3.50
S -1.01 -3.56 3.80
```

Summary:
SMILES = CCCCCCCCCCOC(=O)SSCCO
highest occupied orbital energy = -9.20 eV
E = -41713.21177 eV
Kohn-Sham gap = 9.77 eV
ΔE to the lowest compared entry with this formula, charge and spin = 52.0 kJ/mol


(6)
Density functional theory data (ωB97M-V with the def2-TZVPD basis set) for the molecule C5H6N2S at a distorted geometry.

Structure (XYZ):
```
14
Properties=species:S:1:pos:R:3
C -2.24 0.43 0.34
C -1.10 -0.33 0.38
C -0.63 1.77 -0.16
C 1.30 0.16 -0.10
C 1.59 -1.32 -0.12
N -1.92 1.73 0.03
N -0.05 0.46 -0.07
S 2.47 1.28 -0.32
H -3.28 0.14 0.70
H -0.96 -1.48 0.41
H -0.01 2.59 -0.69
H 0.92 -1.85 -0.88
H 1.31 -1.96 0.67
H 2.62 -1.65 -0.19
```

Summary:
SMILES = CC(=S)n1ccnc1
highest occupied orbital energy = -9.08 eV
E = -19096.37097 eV
Kohn-Sham gap = 8.42 eV
ΔE to the lowest compared entry with this formula, charge and spin = 158.2 kJ/mol


(7)
Density functional theory data (ωB97M-V with the def2-TZVPD basis set) for a cluster of 23 separate species, C20H76Br3F4N4O23S in total at a distorted geometry.

Structure (XYZ):
```
131
Properties=species:S:1:pos:R:3
C 6.10 -2.17 0.23
C 6.08 -0.73 -0.31
C 4.81 -0.02 0.15
N 3.71 -0.30 -0.78
N 2.67 0.62 -0.79
C 2.83 1.87 -1.55
C 4.18 1.96 -2.22
O 5.11 2.57 -1.74
Br 4.41 1.09 -3.94
C 1.54 0.43 -0.14
N 0.68 1.51 -0.19
C 0.87 2.50 0.91
C 2.20 2.47 1.63
C 2.14 3.52 2.74
C -0.70 1.09 -0.45
C -1.62 2.33 -0.45
C -2.86 2.05 -1.27
F -3.36 3.26 -1.77
C -1.19 0.13 0.65
C -2.34 -0.79 0.18
C -3.53 -0.63 1.13
C -4.41 -1.86 1.19
F -4.13 -2.63 2.28
F -4.35 -2.65 0.09
F -5.71 -1.47 1.33
C -0.04 -0.66 1.31
S 0.11 -0.07 3.03
N 1.25 -0.66 0.57
C 1.61 -1.95 0.14
Br 2.51 -2.88 1.55
C 1.43 -2.58 -1.02
C 1.89 -3.95 -1.35
Br 0.51 -1.66 -2.40
H 5.44 -2.82 -0.33
H 7.11 -2.54 0.10
H 5.90 -2.20 1.29
H 6.92 -0.23 0.16
H 6.17 -0.71 -1.39
H 4.53 -0.41 1.13
H 4.98 1.04 0.30
H 4.01 -0.54 -1.71
H 2.06 1.89 -2.32
H 2.69 2.77 -0.96
H 0.09 2.41 1.66
H 0.76 3.49 0.47
H 2.41 1.53 2.12
H 3.05 2.74 1.00
H 3.11 3.64 3.20
H 1.75 4.46 2.37
H 1.43 3.16 3.49
H -0.83 0.68 -1.44
H -1.07 3.13 -0.95
H -1.84 2.68 0.55
H -3.64 1.63 -0.65
H -2.64 1.42 -2.11
H -1.62 0.74 1.43
H -2.05 -1.84 0.21
H -2.63 -0.54 -0.83
H -3.20 -0.43 2.13
H -4.17 0.20 0.85
H -0.34 -1.69 1.40
H 0.75 -1.11 3.60
H 1.38 -4.70 -0.76
H 1.81 -4.14 -2.40
H 2.94 -4.00 -1.10
O 0.82 -6.09 1.46
H 1.22 -5.30 1.83
H -0.13 -5.92 1.48
O -5.74 5.17 -1.20
H -6.16 4.41 -1.63
H -4.81 4.94 -1.14
O -5.22 -5.44 3.03
H -4.50 -5.74 3.59
H -5.01 -4.52 2.84
O -5.66 1.95 -3.26
H -4.99 2.46 -2.78
H -5.88 1.24 -2.65
O -5.02 -2.71 -2.76
H -5.87 -2.41 -3.11
H -5.07 -2.53 -1.81
O -3.62 1.81 2.75
H -4.46 2.15 2.44
H -3.63 2.00 3.70
O -8.10 0.07 1.99
H -8.47 -0.67 1.50
H -7.17 -0.16 2.11
O -0.32 -5.58 -2.69
H -0.49 -5.61 -3.64
H -1.20 -5.47 -2.31
O -3.66 0.03 -3.40
H -3.78 -0.82 -3.83
H -4.27 0.63 -3.87
O -5.73 1.49 -0.09
H -6.50 0.92 -0.18
H -6.05 2.21 0.47
O 4.85 5.09 -0.06
H 4.77 4.25 -0.53
H 4.20 5.65 -0.50
O 9.12 -1.41 0.19
H 9.82 -0.94 -0.28
H 9.59 -2.13 0.64
O 3.06 5.86 -2.55
H 3.00 5.00 -2.98
H 3.26 6.47 -3.26
O 5.53 3.76 -6.03
H 6.29 4.19 -5.63
H 5.32 3.03 -5.43
O -2.73 2.94 5.64
H -2.38 3.80 5.87
H -2.14 2.32 6.08
O -1.85 -6.31 -4.93
H -1.89 -7.13 -5.43
H -2.45 -5.71 -5.38
O 0.54 4.40 -1.78
H -0.29 4.86 -1.66
H 1.19 5.11 -1.93
O 4.45 -4.61 4.26
H 4.61 -5.50 3.94
H 3.79 -4.25 3.68
O 9.75 -2.53 2.63
H 10.50 -2.41 3.22
H 9.01 -2.66 3.24
O -8.00 3.07 -1.54
H -8.20 2.99 -2.48
H -8.85 3.24 -1.13
O 7.10 -2.95 4.42
H 6.45 -3.62 4.18
H 6.69 -2.40 5.09
O -10.49 -0.99 1.03
H -11.24 -1.57 0.91
H -10.79 -0.31 1.64
```

Summary:
charge = +1
highest occupied orbital energy = -11.94 eV
E = -306853.25884 eV
Kohn-Sham gap = 9.10 eV
ΔE to the lowest compared entry with this formula, charge and spin = 0.0 kJ/mol